Record 1
Molecular formula: C18H42CuIN6O6
Method: DFT, ωB97M-V/def2-TZVPD

Each line ends with the Löwdin charge.
Geometry (Å):
C -13.255 -14.972 6.336  -0.0360
H -17.248 -10.469 2.813  0.0985
H -16.769 -6.673 -1.667  0.0823
N -18.123 -17.034 -1.521  -0.1820
O -16.724 -15.230 -1.893  -0.0956
H -13.412 -15.996 6.721  0.0911
H -16.387 -17.886 -2.304  0.0903
H -18.382 -7.863 -4.788  0.0954
N -17.127 -8.060 -3.136  -0.1946
C -19.463 -17.563 -1.183  -0.0484
C -13.225 -11.291 -2.697  -0.0034
H -15.150 -7.635 -2.556  0.1432
H -11.028 -12.794 -4.385  0.0844
O -15.289 -8.976 -4.079  -0.0250
H -16.685 -9.385 0.618  0.0851
C -12.496 -14.119 4.214  -0.3835
C -18.099 -8.628 -4.066  -0.0129
H -14.258 -11.472 -2.246  0.0818
H -10.903 -16.393 5.622  0.0890
H -19.637 -18.419 -1.879  0.0965
N -12.261 -14.961 5.247  -0.1927
N -15.734 -11.040 1.512  -0.1534
C -17.056 -18.035 -1.464  -0.0230
H -17.663 -9.517 -4.532  0.0719
H -13.272 -14.387 -4.133  0.1640
H -19.590 -17.884 -0.108  0.1101
H -19.015 -8.860 -3.478  0.1063
H -16.877 -10.994 -7.331  0.1001
H -15.676 -10.322 -6.229  0.0671
C -11.931 -12.309 -4.687  0.0010
C -16.898 -13.474 -6.135  -0.0376
H -15.736 -10.346 -0.452  0.0679
O -14.242 -13.816 -2.402  -0.0503
H -14.210 -14.728 5.905  0.0731
C -16.243 -11.876 -4.435  -0.3193
O -15.200 -12.426 -0.161  -0.1371
H -15.661 -10.003 3.327  0.0955
H -15.189 -11.555 -7.427  0.0870
H -11.794 -11.245 -4.858  0.0885
O -16.603 -12.630 -3.565  -0.0510
N -16.352 -12.214 -5.725  -0.1549
C -15.967 -11.218 -6.755  -0.0125
C -15.768 -8.208 -3.277  -0.3005
C -15.471 -12.221 1.026  -0.3292
H -17.985 -13.580 -6.122  0.1025
H -15.666 -10.955 -4.285  0.1068
H -18.241 -7.663 -1.324  0.0894
C -17.893 -15.692 -1.696  -0.2657
C -13.479 -13.607 -3.359  -0.3020
H -16.466 -17.776 -0.596  0.0926
H -16.461 -14.315 -5.592  0.0969
H -10.133 -14.976 4.780  0.0924
H -13.174 -10.408 -3.321  0.0785
H -11.620 -13.930 3.530  0.1404
N -12.927 -12.440 -3.576  -0.1482
H -12.878 -14.364 7.192  0.1037
I -18.598 -12.491 -0.596  0.3007
C -15.749 -9.942 0.554  -0.0299
H -15.033 -9.158 0.836  0.1064
Cu -16.209 -13.282 -1.598  0.3169
H -18.764 -15.079 -1.534  0.0235
C -10.853 -15.307 5.545  -0.0358
H -10.686 -14.879 6.509  0.0714
H -17.560 -19.024 -1.384  0.1024
H -18.282 -6.410 -2.568  0.1087
H -12.615 -11.271 -1.811  0.0944
H -16.147 -11.721 3.422  0.0993
H -12.362 -12.727 -5.593  0.0874
C -17.621 -7.201 -2.103  -0.0808
H -16.600 -13.627 -7.152  0.0812
H -15.417 -12.988 1.811  0.1553
C -16.210 -10.799 2.844  -0.0212
H -20.230 -16.789 -1.458  0.1007
O -13.553 -13.653 3.911  0.0048

HOMO level (spin up / spin down) = -10.800 / -10.710 eV
<S²> = 0.756
HOMO-LUMO gap (spin up / spin down) = 9.371 / 6.989 eV
multiplicity = 2
charge = +1
energy above the lowest of the compared OMol25 structures with the same formula, charge and spin = 367.3 kJ/mol
calculated total energy = -93308.7825 eV

=====

Record 2
Molecular formula: C7H11N2
Method: DFT, ωB97M-V/def2-TZVPD

Each line ends with the Löwdin charge.
Geometry (Å):
C -0.050 -0.747 -0.069  -0.1186
H -1.123 -2.425 -0.753  0.1287
H 0.307 1.215 1.120  0.1348
H -1.769 2.015 0.927  0.1866
C -1.175 -1.407 -0.498  -0.0478
C -0.187 0.870 0.240  -0.2396
C 2.494 -0.984 0.545  -0.0317
H -3.704 0.110 0.723  0.1895
H 1.319 1.825 -0.990  0.1233
H 2.315 -0.237 1.277  0.0713
H -0.258 2.681 -0.832  0.0825
H 2.985 -0.707 -0.392  0.1149
N -1.645 1.024 0.620  0.1238
C 1.175 -1.401 0.011  0.0029
C -2.598 0.158 0.386  -0.1111
H 1.032 -2.426 -0.389  0.1334
N -2.374 -0.945 -0.278  0.0964
C 0.199 1.714 -0.880  -0.0505
H 3.156 -1.650 1.101  0.1033
H -0.100 1.319 -1.868  0.1077

HOMO level = -13.867 eV
HOMO-LUMO gap = 8.396 eV
charge = +1
energy above the lowest of the compared OMol25 structures with the same formula, charge and spin = 284.0 kJ/mol
calculated total energy = -10408.7757 eV

=====

Record 3
Molecular formula: C4H9N2
Method: DFT, ωB97M-V/def2-TZVPD

Each line ends with the Löwdin charge.
Geometry (Å):
H 1.097 -0.946 1.660  0.1605
N -1.995 0.092 0.733  0.0122
C -1.544 -0.212 -0.662  -0.1880
H -1.327 -1.388 -0.653  0.1701
H 2.147 -1.484 0.117  0.1268
C -0.297 0.662 -0.735  0.0480
H 1.848 1.562 1.050  0.1278
H -2.111 0.991 1.185  0.0904
N 0.847 0.346 -0.177  -0.0414
C 2.013 0.731 0.417  -0.1149
C 1.644 -0.684 0.664  0.0599
H -1.669 -0.661 1.348  0.0824
H -2.351 -0.003 -1.457  0.1407
H 2.861 0.973 -0.301  0.1680
H -0.401 1.682 -1.124  0.1574

HOMO level (spin up / spin down) = -13.760 / -13.760 eV
HOMO-LUMO gap (spin up / spin down) = 9.100 / 9.099 eV
charge = +1
energy above the lowest of the compared OMol25 structures with the same formula, charge and spin = 368.6 kJ/mol
calculated total energy = -7264.3214 eV

=====

Record 4
Molecular formula: C4H7NO
Method: DFT, ωB97M-V/def2-TZVPD

Each line ends with the Löwdin charge.
Geometry (Å):
C -1.027 -0.496 1.120  -0.0593
H -0.554 -1.135 1.873  0.0773
H -1.026 0.536 1.488  0.0838
C 1.294 1.053 -0.383  -0.1458
C 1.187 -0.240 -0.104  -0.0491
N -0.770 0.512 -1.102  0.0227
H -0.514 0.236 -2.054  0.1182
H -0.473 -1.532 -0.699  0.1385
O 0.137 1.615 -0.851  -0.0958
H 2.120 1.740 -0.246  0.1224
H -2.068 -0.808 0.992  0.0751
H 1.980 -0.914 0.180  0.1000
C -0.286 -0.567 -0.216  -0.3879

HOMO level = -8.806 eV
HOMO-LUMO gap = 9.862 eV
energy above the lowest of the compared OMol25 structures with the same formula, charge and spin = 282.3 kJ/mol
calculated total energy = -7796.7186 eV

=====

Record 5
Molecular formula: Cd2Cl8F2O16
Method: DFT, ωB97M-V/def2-TZVPD

Each line ends with the Löwdin charge.
Geometry (Å):
O -14.515 -15.417 2.200  -0.4438
Cl -9.892 -14.820 5.639  -0.6249
O -9.520 -8.477 3.655  -0.3466
Cl -8.865 -7.416 3.041  0.5541
Cl -13.643 -9.385 2.791  -0.9196
Cl -6.477 -10.716 5.739  0.5967
O -9.712 -6.254 2.637  -0.4581
Cl -10.109 -10.468 9.299  -0.5704
O -12.544 -14.163 1.298  -0.4082
Cd -11.837 -10.374 7.488  1.2026
O -5.336 -9.909 6.216  -0.4674
Cl -13.781 -14.104 2.060  0.6919
O -7.837 -7.007 3.933  -0.3977
O -14.342 -11.229 7.791  -0.3895
O -16.097 -12.320 8.985  -0.4431
Cl -9.635 -12.041 3.041  -0.4613
O -13.085 -13.838 3.365  -0.5402
F -12.068 -11.588 5.829  -0.7069
Cl -14.782 -12.440 8.325  0.5841
O -6.626 -10.261 4.451  -0.3896
O -14.821 -13.475 7.364  -0.3652
Cd -11.372 -13.054 4.583  1.0333
O -8.467 -8.125 1.894  -0.4022
F -12.324 -8.457 6.983  -0.7508
O -7.755 -10.588 6.390  -0.3471
O -5.986 -12.101 5.456  -0.4532
O -13.819 -13.008 9.260  -0.4237
O -14.584 -13.020 1.570  -0.3533

HOMO level = 7.409 eV
HOMO-LUMO gap = 4.071 eV
charge = -6
calculated total energy = -147457.3260 eV

=====

Record 6
Molecular formula: C27H48ClN5OPRh
Method: DFT, ωB97M-V/def2-TZVPD

Each line ends with the Löwdin charge.
Geometry (Å):
C 3.175 -1.927 3.092  -0.1992
C 3.137 -1.812 1.570  -0.2577
H -5.585 -1.447 1.657  0.0608
H 3.895 -1.109 1.221  0.0860
H 2.490 4.682 1.248  0.0900
C 1.398 -0.796 -2.809  -0.2455
H 0.561 -0.950 2.768  0.0911
C 2.743 1.286 1.663  -0.2324
H -6.094 -2.177 0.113  0.0595
C -3.580 -3.064 0.657  -0.1054
C 2.292 2.187 -0.561  -0.2455
Rh -1.713 0.334 0.683  0.9108
O -0.467 1.378 2.232  -0.4650
H 2.733 -3.994 3.569  0.0922
C 2.061 3.691 1.444  -0.2026
H 3.902 -1.625 -0.746  0.0747
H 3.415 -2.798 1.152  0.1084
H -3.738 -3.192 1.730  0.0585
C 0.982 -3.082 2.660  -0.1839
H 0.494 2.542 0.491  0.0564
H -4.899 2.043 0.086  0.1060
H -5.927 1.560 -4.053  0.0752
C 4.270 -0.519 -2.573  -0.1968
H -4.059 -0.521 -1.623  0.0417
H -0.209 -1.753 1.436  0.0709
H -1.323 2.593 -0.430  0.0049
N 1.822 -1.392 1.111  -0.1930
N 0.039 0.170 -0.314  -0.3051
C 3.159 2.731 1.899  -0.2001
C -2.891 1.879 -2.581  -0.6059
H -4.170 -3.815 0.113  0.0589
C -0.880 1.071 3.496  -0.4042
H 4.168 0.344 -4.570  0.0947
H 4.321 0.445 -2.058  0.1003
H 3.606 -1.321 -4.450  0.1004
Cl -1.212 1.954 -3.084  0.6638
N 2.079 -0.980 -1.548  -0.2085
H 0.097 -3.389 3.223  0.1039
H -2.685 -1.606 -1.489  0.0652
H 1.643 0.165 -4.725  0.1019
C 2.161 0.122 -3.762  -0.2023
H -0.029 0.883 4.201  0.0369
C -3.838 1.722 -3.580  -0.1595
H 2.168 1.136 -3.355  0.0901
H 1.788 1.872 -1.475  0.0703
C -2.264 2.138 -0.131  -0.2643
C 3.430 -1.464 -1.710  -0.2311
C -3.750 -1.501 -1.275  -0.0787
H 3.223 2.699 -0.855  0.1027
H -1.483 1.874 3.984  0.0385
H 1.296 -1.784 -3.293  0.1119
H 3.397 -2.448 -2.213  0.1132
C 1.369 3.127 0.201  -0.1948
C -4.607 1.974 -0.955  -0.0910
C 3.604 -0.350 -3.937  -0.2249
H 4.094 2.925 1.358  0.0984
H 4.200 -2.126 3.425  0.1011
H -1.518 0.163 3.545  0.0324
H 1.922 -2.829 4.604  0.0974
H -3.495 1.626 -4.603  0.0827
H -4.313 -2.259 -1.839  0.0668
H 1.027 3.929 -0.460  0.1063
C 2.219 -3.026 3.569  -0.2100
C -5.564 1.827 -1.934  -0.1378
C -5.452 -1.413 0.572  -0.0881
H 2.875 -0.969 3.520  0.1001
N 2.614 0.980 0.218  -0.1792
H -2.520 -3.222 0.454  0.0606
H 3.501 0.637 2.105  0.0801
N -3.134 -0.710 0.991  -0.1875
C -5.188 1.688 -3.271  -0.1450
H 5.291 -0.903 -2.681  0.0965
P 1.467 -0.277 -0.121  0.5616
H 1.794 1.107 2.193  0.0987
H -6.612 1.805 -1.653  0.0862
C -3.966 -1.635 0.238  -0.7674
H -2.704 2.639 0.734  0.0463
H -5.781 -0.437 0.218  0.0494
H 1.132 -3.820 1.867  0.1067
H 1.324 3.809 2.241  0.1022
C 0.716 -1.731 2.014  -0.2258
C -3.220 1.992 -1.225  -0.3333
H 0.398 -0.422 -2.591  0.0578
H 3.378 2.868 2.963  0.1003

HOMO level (spin up / spin down) = 0.565 / 0.602 eV
HOMO-LUMO gap (spin up / spin down) = 4.258 / 4.220 eV
charge = -2
energy above the lowest of the compared OMol25 structures with the same formula, charge and spin = 63.9 kJ/mol
calculated total energy = -63092.6592 eV

=====

Record 7
Molecular formula: C3H10O2P2S2
Method: DFT, ωB97M-V/def2-TZVPD

Each line ends with the Löwdin charge.
Geometry (Å):
P 0.922 -0.246 0.120  0.3636
H 3.082 -1.636 0.394  0.0804
H -2.988 -1.787 0.228  -0.1312
H 2.311 -0.257 -1.954  0.0776
H -0.252 1.899 0.742  -0.1267
O -0.490 -0.698 0.517  -0.5399
H -1.497 2.617 -0.436  0.0002
P -2.114 0.435 0.084  0.3040
C 1.222 -0.392 -1.631  -0.2481
S -3.300 -0.844 1.153  0.5391
C -2.021 2.137 0.366  -0.3008
C 2.140 -1.363 0.982  -0.1892
H 1.675 -2.297 1.214  0.0323
S 1.283 1.727 0.750  0.4173
H 0.667 0.365 -2.265  0.0705
H -2.033 2.600 1.358  0.0149
H 2.409 -0.994 1.945  0.0246
H 0.934 -1.298 -2.173  0.0581
O -1.952 0.033 -1.394  -0.4469

HOMO level = -8.290 eV
HOMO-LUMO gap = 8.798 eV
calculated total energy = -47616.5391 eV

=====

Record 8
Molecular formula: C5H7NO
Method: DFT, ωB97M-V/def2-TZVPD

Each line ends with the Löwdin charge.
Geometry (Å):
H 2.416 -2.189 0.017  0.0447
O 1.556 0.446 -0.282  -0.0204
C -1.224 -0.444 -0.520  -0.0570
C -0.876 0.783 0.261  -0.2255
H -0.756 -0.499 -1.501  0.1250
N 1.548 -1.901 0.447  0.1458
C 0.260 1.563 -0.298  0.0275
H -2.209 -0.877 -0.439  0.1079
C 1.107 -0.715 0.274  -0.4679
C -0.314 -0.575 0.644  -0.1934
H -0.621 -1.083 1.544  0.1442
H -1.550 1.222 0.994  0.1402
H 0.303 1.728 -1.364  0.1055
H 0.360 2.543 0.224  0.1235

HOMO level = -9.363 eV
HOMO-LUMO gap = 10.331 eV
energy above the lowest of the compared OMol25 structures with the same formula, charge and spin = 234.3 kJ/mol
calculated total energy = -8833.7747 eV